Entry 1:
{"formula": "C30H29F5IrN2O4P2S2", "method": "wB97M-V/def2-TZVPD", "molar_mass_g_mol": 894.9, "e_lumo_ev": [-6.60, -8.72], "homo_lumo_gap_ev": [7.19, 5.04], "de_lowest_ev": 0.503, "charge": 2, "homo_ev": [-13.79, -13.75], "multiplicity": 2, "species": ["Ir", "C", "P", "C", "C", "C", "C", "C", "C", "C", "P", "C", "C", "H", "H", "H", "H", "H", "H", "H", "H", "H", "H", "H", "H", "H", "H", "H", "H", "O", "C", "N", "C", "O", "C", "C", "C", "C", "N", "C", "H", "H", "H", "H", "H", "H", "H", "H", "F", "C", "C", "F", "C", "F", "C", "S", "C", "F", "C", "F", "O", "C", "O", "C", "C", "C", "C", "S", "C", "C", "H", "H", "H", "H", "H"], "coordinates": [[-0.6235, 0.8277, -0.4619], [-1.4672, 1.4295, 2.8468], [-0.1952, 0.6595, 1.8330], [1.3633, 1.3402, 2.4344], [-0.2099, -1.0991, 2.2508], [0.3864, -1.5588, 3.4214], [0.3562, -2.9111, 3.7368], [-0.2726, -3.8071, 2.8857], [-0.8644, -3.3522, 1.7146], [-0.8302, -1.9998, 1.3926], [-1.5268, -1.3775, -0.1487], [-1.3689, -2.6710, -1.3930], [-3.3139, -1.2014, 0.1121], [-1.2556, 1.2517, 3.9027], [-2.4469, 1.0119, 2.6140], [-1.4768, 2.4929, 2.6535], [1.3091, 1.4491, 3.5178], [1.5013, 2.3255, 1.9886], [2.2044, 0.6935, 2.1893], [0.8861, -0.8716, 4.0930], [0.8304, -3.2621, 4.6430], [-0.2930, -4.8617, 3.1239], [-1.3375, -4.0640, 1.0496], [-2.0269, -3.5084, -1.1590], [-0.3388, -3.0219, -1.4416], [-1.6569, -2.2609, -2.3604], [-3.7071, -2.0949, 0.6003], [-3.8059, -1.0833, -0.8552], [-3.5380, -0.3344, 0.7326], [4.8975, -2.3522, 3.2343], [5.3891, -2.7051, 1.9552], [4.9219, -1.6890, 1.0443], [3.8951, -1.9036, 0.1902], [3.3745, -2.9726, -0.0435], [3.3490, -0.6658, -0.4826], [4.0568, 0.1768, -1.3262], [3.3777, 1.2298, -1.9202], [2.0373, 1.4232, -1.6546], [1.3530, 0.6001, -0.8411], [2.0066, -0.4289, -0.2778], [5.3739, -2.8530, 3.9060], [4.9900, -3.6575, 1.6094], [6.4794, -2.7310, 1.9419], [5.2024, -0.7406, 1.2395], [5.1089, 0.0120, -1.5225], [3.8771, 1.9186, -2.5874], [1.4874, 2.2522, -2.0811], [1.4250, -1.1190, 0.3186], [2.5696, -0.5136, -7.0220], [1.7467, -0.1811, -6.0634], [1.7565, -0.9093, -4.8694], [2.5840, -1.9291, -4.7328], [0.8991, -0.5556, -3.8611], [0.8893, -1.2866, -2.7518], [-0.0004, 0.5277, -3.9934], [-1.1442, 0.9998, -2.8262], [0.0014, 1.2201, -5.2296], [-0.8282, 2.2256, -5.4092], [0.8695, 0.8834, -6.2429], [0.8788, 1.5544, -7.3760], [-7.0082, 2.7600, 0.9744], [-5.9548, 2.9879, 1.7761], [-6.0774, 3.1023, 2.9576], [-4.5955, 3.0612, 1.1315], [-4.2273, 2.2506, 0.0799], [-2.9222, 2.2966, -0.4255], [-1.9709, 3.1544, 0.1489], [-0.2979, 3.1883, -0.3865], [-2.3695, 3.9812, 1.2206], [-3.6552, 3.9375, 1.6975], [-6.7762, 2.8435, 0.0415], [-4.9394, 1.5682, -0.3699], [-2.7069, 1.6925, -1.2921], [-1.6470, 4.6500, 1.6716], [-3.9577, 4.5554, 2.5332]], "forces_ev_per_a": [[-0.3, -0.3, 0.1], [0.1, -0.3, 0.3], [-0.4, 0.1, -0.5], [0.0, 0.1, 0.0], [0.3, 0.1, 0.3], [0.0, 0.0, 0.1], [0.0, 0.1, 0.0], [0.0, 0.0, -0.1], [0.0, -0.1, 0.1], [-0.1, -0.3, -0.2], [0.2, 0.9, -0.1], [0.1, -0.1, 0.0], [-0.1, -0.2, 0.1], [0.0, 0.0, 0.0], [0.0, 0.0, -0.1], [0.0, 0.1, 0.1], [0.0, 0.0, 0.0], [0.0, 0.0, 0.0], [0.0, 0.0, 0.0], [0.0, 0.0, 0.0], [0.0, 0.0, 0.0], [0.0, 0.0, 0.0], [0.0, 0.0, 0.0], [0.0, 0.0, 0.0], [0.0, 0.0, 0.0], [0.0, 0.0, 0.0], [0.0, 0.0, -0.1], [0.0, 0.0, 0.0], [0.1, 0.0, 0.0], [0.0, 0.0, 0.0], [0.0, 0.0, 0.0], [0.0, 0.0, -0.1], [0.0, 0.1, 0.0], [-0.1, 0.0, 0.1], [0.1, 0.0, 0.0], [0.0, 0.0, 0.1], [0.0, 0.1, -0.1], [-0.1, 0.1, 0.1], [0.4, -0.7, 0.3], [-0.1, 0.0, -0.3], [0.0, 0.0, 0.0], [0.0, 0.0, 0.0], [0.0, 0.0, 0.0], [0.0, 0.0, 0.0], [0.0, 0.0, 0.0], [0.0, 0.0, 0.0], [0.0, 0.0, 0.0], [0.1, 0.0, 0.0], [0.0, 0.0, 0.0], [0.1, -0.1, 0.0], [0.0, 0.0, 0.0], [0.0, 0.0, 0.0], [-0.1, 0.1, 0.0], [0.0, 0.0, 0.0], [0.1, -0.2, 0.0], [0.0, 0.3, 0.0], [-0.1, 0.0, 0.1], [0.0, 0.0, 0.0], [0.0, 0.1, -0.1], [0.0, 0.0, 0.0], [0.1, 0.0, 0.0], [0.0, 0.0, -0.1], [0.0, 0.0, 0.0], [-0.1, -0.1, -0.1], [-0.2, -0.1, 0.2], [0.4, -0.2, 0.4], [0.1, 0.6, 0.0], [-0.3, -0.1, -0.1], [-0.2, 0.1, -0.2], [0.1, 0.0, 0.0], [0.0, 0.0, 0.0], [0.0, 0.0, 0.0], [-0.2, 0.3, -0.3], [0.0, 0.0, -0.1], [0.0, 0.0, 0.0]], "lowdin_spin": [0.051, 0.000, 0.001, -0.001, 0.001, 0.000, 0.000, 0.000, 0.001, 0.000, 0.021, 0.005, 0.001, 0.000, 0.000, 0.000, 0.000, 0.000, 0.000, 0.000, 0.000, 0.000, 0.000, 0.000, 0.000, 0.002, 0.000, 0.000, 0.000, 0.000, 0.000, 0.000, 0.000, 0.000, 0.000, 0.000, 0.001, -0.001, -0.001, 0.000, 0.000, 0.000, 0.000, 0.000, 0.000, 0.000, 0.000, 0.000, 0.039, 0.104, 0.000, -0.006, 0.059, 0.016, 0.084, 0.510, 0.073, 0.022, -0.008, -0.010, 0.000, 0.000, 0.000, 0.000, 0.000, -0.001, 0.001, 0.033, 0.001, 0.000, 0.000, 0.000, 0.001, 0.000, 0.000]}

Entry 2:
{"formula": "C2H5N3O", "method": "wB97M-V/def2-TZVPD", "molar_mass_g_mol": 87.1, "e_lumo_ev": [-0.51, -0.97], "homo_lumo_gap_ev": [7.98, 7.38], "de_lowest_ev": 5.661, "homo_ev": [-8.49, -8.36], "species": ["H", "N", "C", "N", "C", "N", "O", "H", "H", "H", "H"], "coordinates": [[0.5450, -0.8316, -1.5216], [-0.1042, -0.0508, -1.3943], [-0.5994, -0.0097, -0.1488], [-1.8694, 0.4467, 0.0304], [0.3528, -0.2462, 0.8925], [1.5338, -0.7181, 0.4054], [2.2648, 0.1032, -0.4054], [-2.4299, 0.4570, -0.8109], [-2.2514, 0.5324, 0.9593], [0.0405, -0.5804, 1.8832], [2.5174, 0.8974, 0.1101]], "forces_ev_per_a": [[0.2, 0.9, 0.3], [-2.7, -0.9, 0.7], [1.2, 1.7, -2.8], [0.5, 0.0, 0.3], [0.7, -2.0, -1.0], [-0.1, 0.2, 3.6], [0.7, 0.7, -0.8], [-0.1, 0.0, 0.5], [-0.1, 0.1, -0.4], [0.2, -0.3, -0.2], [-0.5, -0.5, -0.2]], "nbo_charge": [0.347, -0.672, 0.329, -0.797, -0.085, -0.047, -0.555, 0.416, 0.395, 0.193, 0.477]}

Entry 3:
{"formula": "H8O4", "method": "wB97M-V/def2-TZVPD", "molar_mass_g_mol": 72.1, "e_lumo_ev": 0.30, "homo_lumo_gap_ev": 11.15, "de_lowest_ev": 1.212, "homo_ev": -10.85, "species": ["O", "H", "H", "O", "H", "H", "O", "H", "H", "O", "H", "H"], "coordinates": [[0.9156, 3.2272, 0.3124], [0.5856, 2.3142, 0.2364], [0.4076, 3.8572, 0.8214], [-1.5404, -2.8658, -0.6996], [-1.9784, -3.2378, -1.5196], [-0.7504, -2.3638, -0.7746], [0.0746, 0.6472, 1.0114], [-0.8784, 0.5782, 0.9174], [0.1926, 0.4832, 1.9214], [0.7046, -1.0598, -0.9456], [0.5346, -0.4288, -0.2816], [1.7326, -1.1508, -0.9996]], "forces_ev_per_a": [[1.1, 0.0, -0.8], [-0.4, 1.0, 0.8], [-0.6, -0.6, 0.1], [-2.8, -1.8, -0.1], [1.7, 1.2, 1.3], [1.3, 0.6, -1.2], [-0.7, 0.3, -1.3], [-0.4, 0.0, -0.3], [0.7, -0.3, 1.8], [3.3, -1.9, -2.0], [0.0, 1.3, 1.5], [-3.0, 0.3, 0.2]], "nbo_charge": [-0.987, 0.499, 0.476, -0.998, 0.484, 0.504, -0.947, 0.490, 0.491, -0.979, 0.485, 0.482]}

Entry 4:
{"formula": "C21H84ClO25", "method": "wB97M-V/def2-TZVPD", "molar_mass_g_mol": 772.3, "e_lumo_ev": 1.91, "homo_lumo_gap_ev": 9.22, "de_lowest_ev": 0.000, "charge": -1, "homo_ev": -7.32, "species": ["Cl", "O", "O", "O", "O", "C", "O", "H", "H", "H", "H", "C", "O", "H", "H", "H", "H", "C", "O", "H", "H", "H", "H", "C", "O", "H", "H", "H", "H", "C", "O", "H", "H", "H", "H", "C", "O", "H", "H", "H", "H", "C", "O", "H", "H", "H", "H", "C", "O", "H", "H", "H", "H", "C", "O", "H", "H", "H", "H", "C", "O", "H", "H", "H", "H", "C", "O", "H", "H", "H", "H", "C", "O", "H", "H", "H", "H", "C", "O", "H", "H", "H", "H", "C", "O", "H", "H", "H", "H", "C", "O", "H", "H", "H", "H", "C", "O", "H", "H", "H", "H", "C", "O", "H", "H", "H", "H", "C", "O", "H", "H", "H", "H", "C", "O", "H", "H", "H", "H", "C", "O", "H", "H", "H", "H", "C", "O", "H", "H", "H", "H"], "coordinates": [[0.4170, 0.3259, -0.0590], [-0.7304, 0.0190, -0.8331], [1.3139, -0.7856, -0.0501], [1.0388, 1.3937, -0.6808], [0.0554, 0.6471, 1.2924], [0.4945, -1.3226, 4.4300], [-0.7512, -1.1172, 3.8091], [1.1327, -1.9752, 3.8343], [1.0573, -0.3983, 4.5607], [0.4002, -1.7117, 5.4438], [-0.6168, -0.5157, 3.0731], [-2.1254, -2.0854, -3.6150], [-3.1323, -1.9940, -4.6052], [-1.1049, -1.8609, -3.9254], [-2.3209, -1.2746, -2.9132], [-2.0892, -3.0158, -3.0482], [-3.9708, -1.9519, -4.1395], [2.5105, 3.3485, 1.7315], [3.7184, 3.6692, 2.3579], [1.7783, 4.1187, 1.9738], [2.7015, 3.3059, 0.6592], [2.1721, 2.3738, 2.0830], [4.4535, 3.1089, 2.0986], [0.8359, -4.0886, -4.4933], [1.5317, -3.2067, -5.3584], [-0.1503, -4.2908, -4.9110], [1.3270, -5.0600, -4.4351], [0.7411, -3.6443, -3.5025], [1.3355, -2.3003, -5.1105], [4.7646, 0.5332, 1.8582], [5.4377, 1.7442, 1.6448], [3.7796, 0.4687, 1.3960], [5.3367, -0.3401, 1.5450], [4.6200, 0.2955, 2.9121], [6.3666, 1.5066, 1.6931], [-1.7380, 3.7041, 4.3264], [-2.8913, 3.4806, 5.1020], [-1.1326, 4.4862, 4.7847], [-1.0249, 2.8836, 4.2474], [-2.0199, 4.0405, 3.3287], [-2.6906, 3.1094, 5.9643], [1.8390, 2.2310, 5.6259], [3.0401, 1.7100, 6.2668], [1.8618, 2.1952, 4.5368], [0.9319, 1.7565, 6.0001], [1.7296, 3.2766, 5.9139], [2.8966, 1.7109, 7.2160], [6.7395, -1.6738, -1.3058], [6.0043, -1.5023, -2.5181], [7.4630, -0.8689, -1.1761], [5.9963, -1.7523, -0.5123], [7.3044, -2.6058, -1.3238], [5.5489, -0.6607, -2.4410], [-3.6332, -2.4020, 4.8995], [-2.3386, -2.6221, 5.3421], [-3.6226, -2.2186, 3.8251], [-4.3019, -3.2399, 5.0965], [-4.0852, -1.4685, 5.2345], [-1.7761, -2.1154, 4.7518], [-3.4214, 2.2259, -2.3061], [-4.4191, 2.5224, -3.3275], [-2.5695, 2.8843, -2.4756], [-3.8167, 2.4157, -1.3081], [-3.0857, 1.1893, -2.3355], [-4.0654, 2.3235, -4.1975], [1.2951, -0.1030, -3.6039], [1.3151, -0.5564, -4.9394], [1.3717, -0.9373, -2.9066], [2.1410, 0.5557, -3.4073], [0.3915, 0.4461, -3.3394], [1.6528, 0.2111, -5.4068], [-3.7440, -1.3943, 1.2686], [-4.7965, -0.8302, 2.0246], [-3.4584, -0.8766, 0.3529], [-2.8492, -1.3807, 1.8909], [-4.0225, -2.4138, 1.0020], [-4.6034, 0.0266, 2.4121], [4.4313, 2.0332, -1.5775], [4.0614, 0.7011, -1.5523], [5.5196, 2.0734, -1.6219], [4.0010, 2.4407, -2.4923], [4.1778, 2.6535, -0.7178], [3.1325, 0.6437, -1.3169], [1.2741, 3.4217, -3.5851], [2.4956, 3.4151, -4.2978], [1.4552, 3.3282, -2.5143], [0.8381, 4.3944, -3.8129], [0.6181, 2.6155, -3.9134], [2.4163, 2.8623, -5.0787], [-3.9567, 2.2765, 1.9000], [-4.4348, 1.6807, 3.0864], [-4.4011, 1.8333, 1.0088], [-4.0773, 3.3570, 1.8225], [-2.8960, 2.0387, 1.8195], [-4.0027, 2.1263, 3.8187], [-5.6648, -1.1708, -2.0250], [-5.3525, -2.0066, -3.1445], [-6.0375, -1.6817, -1.1372], [-4.7583, -0.6841, -1.6653], [-6.2656, -0.2873, -2.2408], [-6.1064, -2.4041, -3.5864], [3.4816, -3.5928, -0.5729], [2.6408, -4.6929, -0.7585], [3.3235, -2.8071, -1.3117], [3.4353, -3.1201, 0.4082], [4.5245, -3.9047, -0.6276], [1.7471, -4.3891, -0.5838], [-0.3817, 4.2926, -0.0893], [-0.7885, 3.4585, 0.9897], [0.7035, 4.3237, -0.1863], [-0.7763, 4.1451, -1.0947], [-0.7224, 5.2909, 0.1851], [-0.5809, 2.5369, 0.8190], [-0.0394, -4.8369, 3.6188], [-0.7250, -5.8066, 2.8668], [-0.2414, -3.8490, 3.2048], [-0.3444, -4.8027, 4.6648], [1.0209, -5.0692, 3.7178], [-1.5179, -5.3686, 2.5489], [-1.8363, 1.4915, -5.6040], [-2.9151, 2.3809, -5.5896], [-1.8668, 0.7824, -6.4312], [-0.9301, 2.0856, -5.7225], [-1.7583, 0.8904, -4.6981], [-2.9916, 2.8014, -6.4492], [-1.0857, -3.3699, 0.1944], [0.1051, -3.4525, -0.5203], [-1.3151, -4.4089, 0.4311], [-0.9193, -2.7991, 1.1079], [-1.8864, -3.0033, -0.4480], [0.4291, -2.5491, -0.5442]], "forces_ev_per_a": [[-1.1, -2.3, 0.2], [-1.5, -0.7, -0.2], [0.7, -1.1, 0.2], [2.3, 3.5, -1.2], [-0.3, 0.4, 0.9], [1.2, 0.3, 0.2], [-0.1, 0.1, 0.2], [0.0, -0.3, 0.0], [-0.1, 0.3, -0.2], [-0.5, -0.3, -0.2], [-0.1, 0.1, -0.4], [-0.3, 1.0, 0.9], [1.3, -0.4, -0.9], [-0.2, -0.2, -0.9], [0.1, 0.0, 0.6], [-0.2, -0.3, -0.2], [-0.3, 0.0, 0.2], [0.7, -0.4, -0.2], [0.3, 1.3, 1.1], [0.0, -0.1, -0.1], [-0.6, -0.1, -0.2], [-0.5, -0.1, -0.2], [-0.1, -0.4, -0.3], [-0.2, 0.3, -0.4], [0.3, -0.8, -0.1], [-0.4, 0.0, 0.2], [0.4, 0.2, 0.1], [-0.1, -0.3, 0.2], [0.0, 0.2, -0.1], [-0.6, -1.7, 0.8], [0.5, -0.2, -0.3], [0.2, 0.4, -0.3], [0.1, 0.1, -0.7], [-0.2, 0.6, 0.4], [0.1, 0.5, 0.0], [1.1, 0.7, 0.2], [-0.8, -0.5, -0.2], [0.0, 0.4, 0.0], [-0.4, -0.6, -0.1], [-0.1, -0.2, 0.1], [0.3, 0.0, -0.1], [0.3, 0.5, 1.2], [-0.8, 0.0, -1.1], [0.5, -0.4, 0.2], [0.0, -0.5, -0.1], [0.1, 0.3, -0.2], [-0.1, 0.1, 0.0], [-0.7, -0.1, -0.5], [0.8, -0.3, 0.0], [-0.1, 0.2, 0.3], [0.4, 0.2, 0.5], [-0.1, -0.1, -0.3], [-0.4, 0.1, 0.1], [-0.7, 0.6, -1.3], [0.3, -0.6, 1.0], [-0.2, -0.4, -0.3], [0.2, 0.0, 0.2], [-0.1, 0.1, 0.8], [0.2, 0.2, -0.1], [-0.4, 0.4, -1.3], [-0.1, -0.3, 1.7], [0.2, 0.0, 0.2], [-0.3, 0.1, -0.2], [0.0, -0.1, -0.1], [0.4, 0.0, -0.1], [0.1, 0.2, 1.2], [-0.1, 0.7, -0.1], [0.0, -0.2, -0.2], [0.1, 0.0, 0.0], [-0.2, -0.1, -0.2], [0.0, -0.4, -0.6], [0.3, 0.4, 0.7], [-0.9, -0.8, -0.8], [-0.3, 0.3, -0.2], [0.3, -0.4, -0.1], [0.0, 0.0, 0.1], [0.5, 0.3, 0.2], [0.5, 1.1, -0.8], [0.0, -1.4, 0.7], [0.1, 0.0, -0.2], [0.2, 0.7, 0.0], [-0.4, -0.3, 0.2], [-0.3, -0.2, 0.1], [-0.2, 0.4, -0.3], [0.8, -0.5, -0.2], [0.0, -0.1, -0.1], [-0.6, 0.0, 0.4], [-0.1, 0.1, 0.2], [0.0, 0.1, 0.1], [1.1, -0.2, -0.7], [-0.7, 0.1, -0.2], [-0.5, -0.2, 0.3], [-0.2, 0.1, 0.3], [0.2, 0.3, -0.2], [0.1, 0.1, 0.4], [0.4, 0.7, 0.4], [0.0, 0.3, 0.6], [-0.3, -0.4, -0.3], [0.5, -0.4, -0.4], [-0.5, -0.4, -0.5], [-0.3, 0.2, 0.4], [0.8, 0.5, 0.1], [0.3, -0.3, 0.2], [0.0, 0.1, -0.2], [-0.5, 0.0, 0.4], [0.0, -0.3, -0.4], [-0.5, 0.0, 0.0], [0.3, 0.7, 0.5], [-0.4, 0.4, -0.6], [0.1, -0.1, 0.0], [-0.4, -0.8, 0.1], [0.1, 0.1, 0.1], [0.2, -0.2, -0.1], [0.1, 0.4, 0.8], [-0.1, -0.3, -0.1], [0.5, 0.1, 0.0], [-0.6, 0.0, 0.1], [0.1, 0.0, -0.8], [-0.1, -0.2, 0.0], [1.2, -0.4, -0.5], [-0.8, 0.1, 0.1], [-0.2, -0.1, -0.1], [0.4, -0.2, 0.1], [-0.4, 0.3, 0.1], [0.0, 0.0, 0.0], [-0.4, -1.1, 0.1], [0.9, 0.3, -0.6], [-0.3, 0.0, 0.4], [-0.5, 0.2, 0.1], [-0.2, 0.4, 0.3], [0.5, 0.4, -0.2]], "lowdin_charge": [0.592, -0.320, -0.333, -0.318, -0.337, -0.131, -0.131, 0.082, 0.067, 0.093, 0.057, -0.160, -0.126, 0.061, 0.058, 0.079, 0.004, -0.173, -0.129, 0.081, 0.057, 0.063, 0.016, -0.160, -0.130, 0.068, 0.076, 0.065, 0.003, -0.138, -0.112, 0.078, 0.075, 0.083, 0.100, -0.154, -0.114, 0.076, 0.076, 0.070, 0.086, -0.145, -0.128, 0.066, 0.065, 0.072, 0.063, -0.159, -0.127, 0.071, 0.057, 0.075, 0.036, -0.176, -0.124, 0.050, 0.081, 0.075, 0.001, -0.120, -0.143, 0.066, 0.065, 0.055, 0.010, -0.142, -0.108, 0.087, 0.076, 0.061, 0.088, -0.173, -0.126, 0.060, 0.058, 0.084, 0.014, -0.156, -0.121, 0.085, 0.067, 0.064, 0.036, -0.148, -0.125, 0.064, 0.082, 0.055, 0.068, -0.146, -0.118, 0.074, 0.089, 0.072, 0.056, -0.109, -0.117, 0.081, 0.060, 0.084, 0.098, -0.191, -0.109, 0.074, 0.071, 0.069, 0.026, -0.153, -0.128, 0.055, 0.063, 0.080, 0.013, -0.172, -0.109, 0.055, 0.072, 0.082, 0.061, -0.140, -0.116, 0.090, 0.069, 0.077, 0.098, -0.143, -0.125, 0.082, 0.078, 0.074, 0.034]}